[1]
This record from the OMol25 dataset describes C23H14BrCl2N5O3V as an isolated structure. The level of theory is ωB97M-V/def2-TZVPD.

Structure (ORCA input):
```
! RIJCOSX wB97M-V def2-TZVPD def2/J DEFGRID3
* xyz 0 4
V 12.198 10.364 7.665
Cl 5.591 11.685 8.571
C 6.995 10.891 7.962
C 8.197 11.543 8.181
C 9.417 10.917 7.850
N 10.638 11.561 7.766
C 10.677 12.798 7.137
O 9.810 13.705 7.069
C 11.898 12.974 6.347
C 12.448 14.253 5.967
C 13.710 14.214 5.448
C 14.397 13.008 5.147
C 13.699 11.853 5.419
N 12.527 11.821 6.115
C 9.385 9.612 7.315
C 8.160 8.967 7.039
C 6.921 9.589 7.413
Cl 5.344 8.900 7.081
N 10.693 9.065 7.245
C 10.994 7.778 6.887
O 10.298 6.892 6.377
C 12.485 7.475 7.098
C 13.029 6.197 6.912
C 14.408 6.082 7.033
C 15.212 7.204 7.236
C 14.647 8.454 7.309
N 13.294 8.504 7.268
H 8.247 12.488 8.666
H 11.822 15.162 5.997
H 14.247 15.117 5.206
H 15.391 13.089 4.869
H 14.085 10.875 5.014
H 8.060 8.038 6.480
H 12.432 5.321 6.780
H 14.785 5.041 7.029
H 16.272 7.071 7.516
H 15.273 9.225 7.713
O 13.851 8.661 13.464
C 13.388 8.974 12.243
C 12.195 8.422 11.683
C 11.750 8.874 10.457
N 12.410 9.822 9.723
C 13.529 10.312 10.220
Br 14.311 11.907 9.330
C 14.071 9.914 11.466
H 13.485 7.984 14.021
H 11.523 7.728 12.232
H 10.903 8.329 10.079
H 14.854 10.538 11.915
*
```

The calculation puts the LUMO energy (spin up / spin down) at -0.01329 / -0.01413 Eh. The value obtained for the orbital gap (spin up / spin down) is 6.024 / 6.627 eV.

These are the natural (NBO) partial charges, in e, on atoms 1 to 6: V 1.14; Cl 0.00; C -0.08; C -0.25; C 0.21; N -0.75

[2]
This record from the OMol25 dataset describes a 2-piece molecular cluster, C10H10B2N2 overall. The level of theory is ωB97M-V/def2-TZVPD.

Structure (ORCA input):
```
! RIJCOSX wB97M-V def2-TZVPD def2/J DEFGRID3
* xyz 0 1
B 1.637 3.274 -0.479
B -0.950 -3.946 -0.259
C 1.200 -0.971 -0.589
C -0.890 0.737 0.114
C 1.468 0.416 -0.513
C -1.097 -0.563 0.198
C 0.380 1.285 -0.188
C -0.029 -1.496 -0.107
C 2.887 2.307 -0.571
C -2.752 -1.780 1.512
C 2.759 0.950 -0.691
C -2.430 -0.882 0.551
N 0.503 2.664 -0.154
N -0.475 -2.806 -0.316
H 1.901 4.468 -0.529
H -2.036 -4.560 -0.248
H 1.859 -1.440 -1.195
H -1.616 1.493 0.412
H 3.862 2.772 -0.652
H -3.933 -2.013 1.795
H 3.573 0.294 -0.838
H -3.265 -0.780 -0.046
H -0.382 3.153 0.155
H -2.175 -2.574 2.635
*
```

The calculation puts the LUMO energy at 0.01561 Eh. The value obtained for the orbital gap is 8.439 eV.

These are the natural (NBO) partial charges, in e, on atoms 1 to 6: B 0.50; B 0.67; C -0.17; C -0.20; C -0.09; C -0.07

[3]
This record from the OMol25 dataset describes a 2-piece molecular cluster, C4H8O2S overall. The level of theory is ωB97M-V/def2-TZVPD.

Structure (ORCA input):
```
! RIJCOSX wB97M-V def2-TZVPD def2/J DEFGRID3
* xyz 0 1
C 0.408 -0.509 -0.533
C 0.554 0.503 0.383
C 0.412 -1.909 -0.101
C 0.633 1.921 0.250
O -2.196 0.784 -0.936
O -2.290 -1.173 0.380
S -2.061 0.242 0.379
H 0.282 -0.355 -1.569
H 0.865 0.050 1.334
H 0.995 -2.078 0.855
H 0.915 -2.392 -0.927
H -0.742 -1.937 -0.168
H 0.473 2.437 1.209
H 0.010 2.296 -0.601
H 1.742 2.121 0.045
*
```

The calculation puts the LUMO energy at -0.01204 Eh. The value obtained for the orbital gap is 8.858 eV. Its energy above the lowest of the compared OMol25 structures with the same formula, charge and spin is 255.3 kJ/mol.

These are the natural (NBO) partial charges, in e, on atoms 1 to 6: C -0.11; C -0.26; C -0.68; C -0.67; O -0.90; O -0.89

[4]
This record from the OMol25 dataset describes C59H81BN5O3S2Si2TeTi as an isolated structure. The level of theory is ωB97M-V/def2-TZVPD.

Structure (ORCA input):
```
! RIJCOSX wB97M-V def2-TZVPD def2/J DEFGRID3
* xyz 1 1
Ti 0.742 0.503 0.346
C 0.667 -2.744 -4.974
C 1.499 -1.501 -4.692
N 2.443 -1.684 -3.590
C 3.715 -2.357 -3.901
C 3.744 -3.794 -3.401
C 2.150 -1.319 -2.348
S 0.555 -0.842 -1.958
N 3.167 -1.494 -1.451
C 3.296 -0.800 -0.374
O 2.525 0.211 -0.043
C 4.389 -1.112 0.571
C 5.360 -2.050 0.226
C 6.367 -2.360 1.122
C 6.408 -1.739 2.364
C 5.444 -0.804 2.710
C 4.435 -0.485 1.816
H -0.080 -2.520 -5.733
H 0.155 -3.069 -4.067
H 1.283 -3.565 -5.339
H 0.852 -0.661 -4.445
H 2.091 -1.219 -5.564
H 4.535 -1.781 -3.475
H 3.817 -2.329 -4.985
H 3.673 -3.823 -2.315
H 4.678 -4.267 -3.702
H 2.919 -4.370 -3.815
H 5.314 -2.524 -0.744
H 7.121 -3.085 0.853
H 7.197 -1.985 3.062
H 5.475 -0.323 3.678
H 3.680 0.242 2.082
S 0.257 -1.228 5.501
C -1.100 -2.215 5.097
C -1.702 -3.224 5.845
C -2.779 -3.885 5.292
C -3.246 -3.555 4.014
C -2.647 -2.558 3.276
C -1.564 -1.868 3.823
N -0.866 -0.844 3.204
C 0.086 -0.407 3.953
C 0.986 0.717 3.612
C 1.604 1.389 4.671
C 2.391 2.507 4.468
C 2.543 2.997 3.182
C 1.935 2.329 2.125
C 1.176 1.168 2.299
H -1.337 -3.480 6.830
H -3.264 -4.672 5.852
H -4.085 -4.095 3.597
H -2.996 -2.318 2.281
H 1.445 1.050 5.686
H 2.858 3.002 5.308
H 3.133 3.885 3.000
H 2.079 2.744 1.131
C 3.827 4.053 -4.067
Si 4.584 3.028 -2.697
C 4.761 1.251 -3.260
C 6.228 3.740 -2.172
C 3.458 3.015 -1.181
Te 1.436 2.521 -1.649
C 0.704 4.531 -1.705
Si 0.654 5.605 -0.143
C -0.351 4.727 1.164
C 2.366 6.017 0.493
C -0.162 7.203 -0.667
H 4.402 3.930 -4.985
H 3.822 5.117 -3.825
H 2.801 3.745 -4.281
H 5.463 1.167 -4.090
H 3.797 0.860 -3.598
H 5.120 0.611 -2.451
H 6.954 3.668 -2.982
H 6.636 3.208 -1.312
H 6.136 4.793 -1.903
H 3.433 3.978 -0.673
H 3.799 2.262 -0.468
H -0.317 4.429 -2.079
H 1.288 4.995 -2.502
H -0.208 3.645 1.157
H -1.413 4.915 1.014
H -0.096 5.081 2.164
H 2.864 5.173 0.962
H 2.269 6.798 1.249
H 3.015 6.407 -0.294
H -1.140 7.029 -1.117
H 0.453 7.731 -1.398
H -0.302 7.867 0.187
O -1.009 -0.222 0.481
O -0.899 1.218 0.239
C -4.740 3.042 -1.961
C -3.494 2.486 -1.248
C -3.004 1.305 -2.058
C -3.814 2.275 0.230
C -4.122 3.468 0.887
C -4.571 3.510 2.189
C -4.727 2.322 2.872
C -4.383 1.108 2.293
C -4.564 -0.136 3.141
C -3.930 0.014 4.528
C -6.051 -0.483 3.282
C -3.905 1.084 0.970
N -3.528 -0.206 0.428
B -2.271 -0.795 0.148
N -2.453 -2.145 -0.301
C -3.842 -2.349 -0.212
C -4.462 -1.229 0.200
C -1.594 -3.154 -0.896
C -1.878 -3.668 -2.182
C -1.043 -4.664 -2.690
C 0.084 -5.105 -2.032
C 0.367 -4.569 -0.796
C -0.475 -3.640 -0.193
C -0.126 -3.280 1.240
C 1.219 -2.571 1.354
C -0.096 -4.543 2.110
C -2.960 -3.256 -3.180
C -4.220 -4.125 -3.109
C -3.298 -1.779 -3.223
H -4.509 3.268 -3.002
H -5.129 3.944 -1.497
H -5.535 2.293 -1.947
H -2.715 3.261 -1.278
H -3.747 0.513 -2.054
H -2.054 0.900 -1.708
H -2.858 1.616 -3.095
H -4.019 4.396 0.339
H -4.805 4.455 2.660
H -5.109 2.336 3.883
H -4.075 -0.971 2.642
H -4.493 0.712 5.148
H -2.904 0.374 4.456
H -3.923 -0.946 5.045
H -6.575 0.298 3.834
H -6.174 -1.420 3.827
H -6.540 -0.584 2.313
H -4.266 -3.313 -0.424
H -5.514 -1.063 0.343
H -1.276 -5.071 -3.666
H 0.723 -5.857 -2.474
H 1.246 -4.903 -0.262
H -0.891 -2.606 1.629
H 2.008 -3.068 0.788
H 1.534 -2.482 2.395
H 1.151 -1.555 0.948
H 0.693 -5.221 1.787
H -1.041 -5.080 2.051
H 0.092 -4.293 3.153
H -2.504 -3.483 -4.148
H -4.863 -3.844 -2.276
H -3.970 -5.181 -3.010
H -4.804 -4.002 -4.022
H -4.007 -1.517 -2.444
H -3.756 -1.534 -4.183
H -2.403 -1.168 -3.112
*
```

The calculation puts the LUMO energy at -0.11499 Eh. The value obtained for the orbital gap is 6.991 eV. Its energy above the lowest of the compared OMol25 structures with the same formula, charge and spin is 188.9 kJ/mol.

These are the Löwdin partial charges, in e, on atoms 1 to 6: Ti 0.79; C -0.05; C -0.23; N -0.10; C -0.19; C -0.06

[5]
This record from the OMol25 dataset describes C4H7NO in the gas phase. The level of theory is ωB97M-V/def2-TZVPD.

Structure (ORCA input):
```
! RIJCOSX wB97M-V def2-TZVPD def2/J DEFGRID3
* xyz 0 1
O 1.829 0.756 0.370
C 0.906 0.235 -0.540
C 0.317 -1.177 -0.194
C -1.032 -0.514 0.118
N -0.720 0.565 1.075
C -0.508 0.770 -0.367
H 1.367 0.711 1.228
H 1.322 0.348 -1.540
H 0.819 -1.722 0.611
H 0.249 -1.790 -1.098
H -2.018 -0.951 -0.022
H -1.448 1.241 1.252
H -1.082 1.529 -0.892
*
```

The calculation puts the LUMO energy at 0.03753 Eh. The value obtained for the orbital gap is 10.574 eV. Its energy above the lowest of the compared OMol25 structures with the same formula, charge and spin is 276.9 kJ/mol. As for the SMILES: O[C@H]1C[C@H]2N[C@@H]12.

These are the natural (NBO) partial charges, in e, on atoms 1 to 6: O -0.71; C 0.10; C -0.43; C -0.09; N -0.64; C -0.13

Record order is preserved below.
M: 610.2, 179.8, 120.2, 1214.9, 85.1 g mol⁻¹
Record order is preserved below.
E: -5822.82628, -546.15585, -705.79836, -5314.03184, -286.52620 hartree